a.
Here is an isolated molecule of C5H4O3 from the OMol25 dataset. Energies are from ωB97M-V with the def2-TZVPD basis set.

CARTESIAN COORDINATES (ANGSTROEM)
C: 1.24 0.68 0.92
C: 0.75 0.27 -0.32
C: -1.11 -0.10 1.34
C: -0.36 -0.44 -0.75
C: 1.62 1.38 -0.45
O: -1.06 -0.90 0.26
O: -1.35 -0.72 2.40
O: -0.80 -0.73 -2.01
H: 1.08 2.30 -0.62
H: 2.70 1.39 -0.97
H: -1.33 -1.64 2.33
H: -1.39 -1.49 -2.12

Summary:
HOMO level, eV: -8.5
HOMO-LUMO gap, eV: 8.143
2S+1: 1
E_LUMO, eV: -0.4

Population analysis type natural (NBO), resulting atomic charges in e:
1 C 0.075
2 C -0.391
3 C 0.496
4 C 0.718
5 C -0.518
6 O -0.524
7 O -0.625
8 O -0.656
9 H 0.217
10 H 0.222
11 H 0.474
12 H 0.511

b.
Here is an isolated molecule of C5H4O3 from the OMol25 dataset. Energies are from ωB97M-V with the def2-TZVPD basis set.

CARTESIAN COORDINATES (ANGSTROEM)
C: -0.01 2.16 -0.22
C: -0.09 0.87 -0.22
C: -0.40 -0.41 -0.21
C: -1.77 -0.93 -0.08
O: -2.77 -0.27 -0.04
O: 0.57 -1.41 -0.25
C: 1.77 -1.13 0.34
O: 2.00 -0.37 1.23
H: 0.15 2.71 0.69
H: -0.10 2.73 -1.13
H: -1.80 -2.04 -0.12
H: 2.47 -1.90 -0.02

Summary:
HOMO level, eV: -9.9
HOMO-LUMO gap, eV: 9.877
2S+1: 1
SMILES: C=C=C(C=O)OC=O
E_LUMO, eV: 0.0

Population analysis type natural (NBO), resulting atomic charges in e:
1 C -0.412
2 C 0.125
3 C 0.043
4 C 0.396
5 O -0.494
6 O -0.495
7 C 0.653
8 O -0.534
9 H 0.238
10 H 0.234
11 H 0.122
12 H 0.125

So which one wins? Going from most stable to least: b, a.